Record 1
Entry from the Open Molecules 2025 dataset: a cluster of 20 separate species, C72H178FN16O32S in total (the ωB97M-V functional and the def2-TZVPD basis).

The geometry in XYZ format:
```
300
C72H178FN16O32S, DFT the ωB97M-V functional and the def2-TZVPD basis
S 5.100 -2.489 0.511
F 2.896 1.958 0.165
O -3.934 -2.683 4.220
O 4.399 -3.551 1.131
O 5.017 -1.333 1.392
O 1.962 3.031 4.647
O 9.451 -1.455 2.044
O -0.280 -1.553 -4.383
O -3.630 -1.013 9.275
O 6.984 -7.390 1.236
O -6.319 0.624 2.803
O 7.261 -6.328 -3.095
O -6.743 -2.170 -1.854
O 0.577 1.020 -3.560
O 5.452 -2.353 5.761
O -2.789 -0.409 -1.079
O 0.218 4.712 0.090
O 1.515 -1.342 1.993
O -4.911 9.999 -4.192
O -1.510 1.777 0.566
O 0.288 -5.657 2.645
O -4.480 4.677 -2.247
O 4.959 -0.334 -4.389
O -10.194 0.337 -6.422
O -0.622 -6.680 -4.203
O 0.452 -3.338 0.153
O -4.223 -0.599 -5.114
O 6.641 2.319 3.566
O 2.827 6.562 -4.536
O 4.460 -2.246 -0.716
O 3.982 -3.175 -4.222
O -3.046 3.123 5.513
O 6.547 -2.860 0.213
O -1.579 4.593 -6.415
N 4.513 0.313 -1.247
N 0.701 2.415 -1.397
N 2.307 -3.916 2.507
N -2.116 0.260 -3.786
N 4.692 -5.776 -0.363
N 2.541 -3.823 -1.431
N -8.398 -1.562 -3.869
N 3.283 0.453 2.377
N -2.892 1.788 -6.053
N -3.665 2.467 9.025
N -5.783 6.844 -3.388
N -6.471 -2.105 2.756
N 0.323 -6.332 -0.464
N 9.115 1.156 3.505
N 2.959 0.022 5.124
N 1.390 4.781 -2.702
C 3.192 -2.145 -4.244
C -9.541 -1.105 -4.632
C -3.596 0.162 10.133
C 8.964 2.481 2.973
C -5.762 9.369 -3.148
C -0.254 -6.817 -1.680
C 10.491 -0.946 2.885
C -3.629 3.618 -1.906
C 0.076 -6.065 -3.049
C 0.907 -1.368 -4.082
C -6.526 -1.039 -2.694
C 6.728 -5.540 -4.177
C -3.195 -1.665 3.586
C -0.302 4.891 1.428
C -0.027 -2.148 0.243
C -0.940 3.410 -5.985
C -7.235 -1.246 1.845
C -0.142 -7.289 0.597
C 4.040 -0.255 6.188
C 5.381 2.929 3.907
C -1.985 3.315 4.657
C -3.824 5.479 -3.236
C -6.352 8.113 -3.702
C 6.002 -5.679 -1.143
C 3.433 7.706 -5.075
C 6.259 -6.795 -2.226
C 1.699 0.639 5.693
C -3.745 -1.941 -5.436
C 0.573 -1.044 1.270
C -9.236 -0.584 -5.976
C 1.957 2.198 5.885
C -3.993 1.978 7.652
C 4.579 -6.936 0.526
C -7.906 -0.475 -3.012
C -1.803 -0.559 -0.258
C 2.863 0.326 -4.007
C -2.789 1.458 9.678
C -2.910 2.078 6.501
C -0.814 5.693 -5.944
C 7.869 -7.832 2.187
C 9.453 -2.887 2.071
C -1.019 -5.806 -5.269
C 10.398 0.568 2.995
C -1.537 2.083 -6.531
C -5.667 -3.109 -1.755
C 7.544 2.937 2.640
C -4.216 11.177 -3.950
C 1.659 4.429 4.938
C 5.769 -3.098 4.515
C 3.731 -0.695 -4.168
C -5.374 -3.015 2.171
C 3.582 6.004 -3.425
C 0.473 -6.914 2.012
C 1.429 0.135 -3.878
C -1.125 -5.387 2.865
C 2.873 4.696 -2.838
C -1.281 -1.821 -0.367
C -4.360 6.894 -3.226
C 5.316 -0.929 5.468
C 5.682 -7.047 1.742
C -4.555 -2.055 9.734
C -11.566 0.163 -6.265
C -1.134 0.521 0.548
C -6.414 0.053 1.552
C -3.524 0.765 -6.960
C 1.262 5.568 -0.354
C 1.049 5.931 -1.879
C 1.873 -2.438 -4.211
C -4.752 0.112 -6.252
C -4.524 -3.584 3.365
C -0.036 0.220 1.275
C -5.385 1.765 2.747
H 1.612 -3.729 -1.047
H -3.535 -2.238 -4.409
H -3.432 2.867 -2.671
H 0.474 4.369 1.988
H -2.309 -1.961 3.024
H -1.648 -4.990 -4.912
H 8.772 -3.362 1.365
H 0.495 1.041 1.733
H 9.379 1.086 4.477
H 5.370 -7.104 -2.774
H -6.640 9.975 -2.922
H -0.304 5.912 1.811
H 1.046 0.383 4.859
H -4.209 -2.483 10.674
H 0.428 -8.179 0.329
H 2.357 0.057 2.305
H -1.962 1.124 9.050
H 6.053 -4.671 -1.554
H -2.794 1.107 6.021
H -2.978 -1.867 -6.208
H 4.442 0.620 6.698
H 1.636 -4.670 2.542
H 5.210 -7.773 2.404
H 10.376 -3.458 2.178
H 1.279 0.074 6.526
H -4.724 -2.450 1.503
H -10.114 -0.391 -4.041
H -3.695 11.095 -2.996
H -5.419 2.272 1.783
H 0.257 5.523 -6.059
H 3.856 0.991 -0.889
H -1.604 2.250 -7.606
H -5.444 -1.447 9.900
H 6.871 -5.876 -0.516
H -1.255 -4.439 3.386
H 11.452 -1.040 2.381
H 1.054 6.473 0.217
H 2.562 8.240 -5.456
H 2.957 2.394 6.271
H -9.017 -1.366 -6.702
H -0.001 6.106 -2.115
H 11.183 0.973 3.633
H -5.826 -3.793 1.555
H -7.413 8.171 -3.461
H 3.667 -0.766 7.076
H 9.599 3.135 3.570
H -2.323 2.092 10.433
H -1.762 -0.666 -3.980
H 9.030 -3.198 3.026
H 3.798 8.435 -4.352
H 1.477 4.995 4.025
H -4.836 2.600 7.351
H 1.139 2.499 6.539
H -7.626 -1.786 0.983
H 4.530 0.371 -2.256
H -4.928 11.996 -4.043
H -1.958 2.313 6.976
H -0.229 -5.044 -2.822
H -3.476 2.566 -6.323
H 1.128 5.044 -3.641
H 2.981 -4.060 1.769
H 3.156 3.925 -3.554
H 6.126 -2.498 3.678
H -1.607 -6.317 -6.032
H -4.913 -2.697 -1.085
H 1.885 -3.039 2.239
H -4.501 2.415 9.588
H -0.013 -7.878 -1.753
H -1.224 -7.313 0.728
H -2.749 0.074 -7.292
H -1.066 3.584 5.177
H 0.824 3.342 -1.778
H -1.602 -2.674 -0.947
H -6.061 -1.374 -3.621
H -8.289 -0.050 -5.900
H 1.534 -3.456 -4.335
H 4.190 7.379 -5.788
H 2.514 4.844 5.471
H 0.086 -5.370 -0.265
H -10.162 -1.918 -5.009
H 2.099 4.898 -0.159
H -2.745 5.578 -3.120
H -11.794 -0.806 -6.709
H -5.571 2.502 3.528
H 0.752 1.787 -2.186
H -2.990 -0.164 10.978
H -7.684 0.374 -3.658
H 3.588 -6.777 0.952
H -5.307 0.949 -5.829
H -5.055 9.346 -2.319
H 9.389 2.387 1.974
H 0.117 -7.629 2.753
H -3.396 11.308 -4.656
H -1.158 6.548 -6.525
H -1.337 -6.749 -1.784
H -0.978 3.537 -4.903
H -3.881 -1.073 2.980
H 3.130 1.372 -4.038
H 10.359 -1.250 3.924
H 5.712 -6.136 2.340
H 6.479 -3.886 4.766
H 7.009 -4.498 -4.023
H -5.270 -3.214 -2.765
H -6.979 0.631 0.821
H 7.259 -5.868 -5.071
H 4.716 3.003 3.046
H -5.410 -0.479 -6.890
H -6.201 6.285 -2.658
H 4.581 -7.887 -0.005
H -2.786 0.448 -4.518
H 7.242 2.481 1.697
H -8.568 -2.237 -3.137
H 5.434 0.584 -0.932
H -11.837 0.126 -5.210
H -0.195 2.429 -0.930
H -1.278 4.428 1.570
H 10.748 0.881 2.011
H 7.527 4.025 2.590
H 1.466 2.259 -0.757
H -5.165 -4.317 3.854
H -2.672 3.994 -1.544
H -5.494 -0.026 0.972
H 3.662 6.682 -2.576
H 4.616 5.869 -3.745
H -1.577 -6.112 3.542
H -1.684 -5.306 1.933
H -4.114 7.247 -2.225
H 3.474 0.650 3.349
H -6.012 -1.442 3.363
H -4.590 -2.579 -5.694
H 3.205 -3.104 -1.180
H 5.523 3.952 4.254
H -8.057 -0.917 2.481
H -4.372 0.957 7.709
H -1.738 2.390 4.136
H -12.140 1.014 -6.630
H 3.368 1.296 1.828
H -3.696 -4.198 3.009
H -3.861 1.356 -7.811
H 5.643 -5.629 -4.226
H 2.756 -3.955 3.411
H 1.147 -6.034 -3.250
H -3.803 7.512 -3.931
H 1.533 -7.171 2.010
H 4.899 2.370 4.709
H -5.975 -4.055 -1.310
H 0.045 3.355 -6.447
H 2.495 -3.765 -2.438
H 4.363 -0.631 -0.921
H 5.654 -0.472 4.539
H 7.855 -7.148 3.036
H -0.922 1.248 -6.199
H -2.753 -0.800 4.080
H -0.111 -5.332 -5.641
H -3.940 5.016 -4.216
H -0.976 5.820 -4.874
H 3.421 4.313 -1.978
H -8.516 -0.140 -2.173
H -2.465 0.363 -2.844
H 2.907 -4.717 -1.137
H -4.123 2.987 -1.168
H 1.543 6.872 -2.119
H 4.826 -4.965 0.223
H -4.557 0.334 10.617
H 4.815 -3.549 4.243
H 8.908 -7.930 1.874
H -4.660 -2.760 8.908
H -4.431 1.286 2.968
H 0.846 4.637 5.634
H 7.476 -8.765 2.589
H 2.743 -0.881 4.728
H 6.656 -7.680 -1.728
H -6.373 8.264 -4.781
H 3.959 -0.230 2.066
H -1.281 0.747 -4.079
H -5.860 -0.395 -2.120
H -2.237 4.009 3.855
H 6.129 -0.738 6.169
```

- E_LUMO (eV) = 1.67
- F_max (eV/Å) = 8.0
- charge = -1
- calculated total energy (a.u.) = -6631.1731
- HOMO level (eV) = -4.765

Results of the Mulliken charge analysis, in e, for atoms 1 through 2: S 0.123; F -1.280

Record 2
Entry from the Open Molecules 2025 dataset: a cluster of 14 separate species, C20H65N3O14 in total (the ωB97M-V functional and the def2-TZVPD basis).

The geometry in XYZ format:
```
102
C20H65N3O14, DFT the ωB97M-V functional and the def2-TZVPD basis
O -2.886 2.402 3.730
O 3.833 -2.727 -0.595
O -1.796 0.153 2.689
O 1.439 0.678 1.662
O 2.721 1.643 -3.043
O -0.675 -3.830 -4.005
O -2.649 -1.753 1.260
O -3.076 -2.316 -3.639
O -0.431 -6.041 -2.241
O 6.432 -1.889 -0.719
O 2.123 5.713 1.021
O -2.342 -4.479 2.419
O -1.248 5.833 0.349
O 0.886 -0.261 -2.046
N 2.173 3.544 0.699
N -0.192 -1.258 -0.238
N -4.488 3.974 4.060
C 2.025 2.363 -4.038
C -2.756 -1.103 -4.269
C 3.722 -1.416 -1.230
C -3.682 -1.788 0.232
C -3.021 -5.549 1.848
C 1.753 4.594 1.423
C 2.717 0.021 1.817
C 0.910 -5.746 -1.711
C -4.769 3.639 5.397
C 6.402 -1.243 0.565
C -3.479 3.403 3.300
C 2.786 3.720 -0.590
C 1.021 4.242 2.654
C -1.111 4.988 -0.742
C 0.236 -2.637 -0.485
C -3.288 4.034 1.897
C -0.780 -0.579 3.361
C 0.118 -0.202 -1.039
C -0.617 1.081 -0.641
C 0.417 -3.750 -4.862
H -1.149 -1.282 4.144
H -2.268 -2.875 -3.604
H -3.869 3.535 5.899
H 1.129 5.057 3.349
H 7.271 -0.609 0.684
H 3.831 3.905 -0.499
H 1.311 3.096 -3.633
H -1.620 1.043 -1.109
H -2.921 -5.475 0.804
H 1.177 -4.593 -4.803
H 4.664 -1.038 -1.643
H -3.729 -0.829 -0.292
H -0.023 0.108 3.749
H 2.839 -0.850 1.138
H 1.615 1.674 -4.761
H -0.628 4.079 -0.379
H -3.456 -2.535 -0.518
H -2.147 0.862 3.259
H 0.929 -4.724 -1.496
H -2.704 -1.021 1.905
H -0.798 1.314 0.431
H 1.109 -6.339 -0.820
H 3.459 0.773 1.568
H -0.013 1.907 -1.127
H 7.352 -1.834 -1.072
H -4.043 -5.640 2.162
H -5.300 4.471 5.813
H 3.289 -0.627 -0.595
H -0.394 5.319 -1.509
H 1.300 3.265 3.025
H -4.665 -1.936 0.662
H 0.784 -0.029 1.627
H -5.449 2.741 5.517
H 0.840 -3.113 0.315
H -0.611 -4.487 -3.333
H 1.805 2.633 0.989
H 0.783 -2.592 -1.483
H -2.754 4.975 1.898
H -2.134 4.823 -1.129
H 6.412 -1.971 1.398
H 2.811 2.885 -4.583
H 2.119 1.001 -2.686
H 1.619 -6.064 -2.479
H -1.786 -0.690 -4.051
H 5.495 -0.606 0.514
H -2.708 3.305 1.357
H 2.799 -0.338 2.864
H -3.421 -0.317 -3.835
H -0.347 6.011 0.621
H 4.753 -3.028 -0.587
H 2.351 4.636 -0.966
H 2.580 2.893 -1.261
H -0.059 4.118 2.400
H -2.482 -6.493 2.201
H -1.039 -1.176 0.356
H -4.798 4.818 3.593
H 3.093 -1.504 -2.086
H -0.019 -3.844 -5.878
H -2.582 -3.664 1.952
H -2.816 -1.134 -5.336
H 0.980 -2.773 -4.806
H -0.642 -3.232 -0.640
H -4.308 4.248 1.482
H -0.944 -6.477 -1.575
H -0.302 -1.213 2.647
```

- E_LUMO (eV) = 0.48
- F_max (eV/Å) = 3.8
- calculated total energy (a.u.) = -2018.4852
- HOMO level (eV) = -9.201

Results of the Mulliken charge analysis, in e, for atoms 1 through 2: O -0.801; O -0.521